1.
Here is a single C3H3N3O2 molecule at a distorted geometry from the Open Molecules 2025 dataset. Energies are from ωB97M-V/def2-TZVPD.

Output
Lowest unoccupied orbital energy ... 0.308 eV
E_HOMO ... -0.3494 Eh
Gap between HOMO and LUMO ... 9.816 eV
Structure (SMILES) ... [H]/N=c1/nconc1O
Energy above the lowest of the compared OMol25 structures with the same formula, charge and spin ... 102.9 kcal per mole

Cartesian coordinates (Å):
C 0.5451 -0.5776 0.0421
H 1.8021 -2.0898 0.3314
H -2.7635 0.9827 0.3067
N -0.4506 -1.3308 -0.0348
H 2.3840 0.9151 -0.2613
O -1.6131 -0.8276 -0.1548
O 1.7869 -1.0670 0.0681
C -1.7628 0.4588 0.0776
C 0.4488 0.8685 -0.0471
N -0.8477 1.3249 0.0946
N 1.5554 1.5559 -0.0768

Atomic forces in eV per Å
0.86 0.26 -0.82
-0.40 3.21 -0.99
0.95 -2.21 -0.71
3.74 -3.86 0.27
-1.53 0.92 0.67
-5.51 1.09 0.09
0.37 -3.47 1.26
-1.76 3.07 0.36
3.34 0.55 0.45
1.21 1.13 0.30
-1.27 -0.70 -0.88

Results of the Löwdin charge analysis, in e, for atoms 1 through 4: C -0.37; H 0.20; H 0.17; N 0.10



2.
Here is a single C3H3N3O2 molecule at a distorted geometry from the Open Molecules 2025 dataset. Energies are from ωB97M-V/def2-TZVPD.

Output
Lowest unoccupied orbital energy ... 0.118 eV
E_HOMO ... -0.3426 Eh
Gap between HOMO and LUMO ... 9.440 eV
Structure (SMILES) ... O=Cn1cnnc1O
Energy above the lowest of the compared OMol25 structures with the same formula, charge and spin ... 101.7 kcal per mole

Cartesian coordinates (Å):
N -0.3164 -0.3646 0.5061
N 1.8671 -0.9891 -0.1838
C -1.6646 -0.6303 0.0432
C 0.6536 -1.3615 0.1440
O 0.0147 1.8741 0.0669
N 1.9295 0.3795 -0.2160
C 0.6168 0.7753 0.0348
H 0.5939 2.7691 0.0376
H -1.8455 -1.7848 -0.1030
H 0.3027 -2.3412 -0.2638
O -2.6457 0.0604 -0.2853

Atomic forces in eV per Å
3.36 1.23 -3.46
-2.18 -0.87 0.50
-3.09 -0.94 -1.70
0.17 -2.10 -1.05
0.58 6.33 -0.05
-5.09 2.13 1.13
2.47 -3.92 1.03
-1.51 -3.32 -0.03
0.83 1.79 0.70
0.36 0.62 1.32
4.11 -0.97 1.61

Results of the Löwdin charge analysis, in e, for atoms 1 through 4: N 0.08; N -0.01; C -0.22; C -0.21



3.
Here is a single C3H3N3O2 molecule at a distorted geometry from the Open Molecules 2025 dataset. Energies are from ωB97M-V/def2-TZVPD.

Output
Lowest unoccupied orbital energy ... -0.627 eV
E_HOMO ... -0.3745 Eh
Gap between HOMO and LUMO ... 9.565 eV
Structure (SMILES) ... O=Cc1nncn1O
Energy above the lowest of the compared OMol25 structures with the same formula, charge and spin ... 126.2 kcal per mole

Cartesian coordinates (Å):
H 0.0919 2.1723 0.7204
O 0.5562 1.6694 -0.1145
C -0.4897 -0.6215 0.2782
C 1.6944 -0.4681 -0.2728
N 1.2913 -1.6730 -0.1123
H 2.7499 -0.1430 -0.4840
N -0.0271 -1.7559 0.1769
N 0.5737 0.3344 0.0503
H -1.7520 1.0638 0.0084
O -2.8741 -0.5816 -0.3121
C -1.8146 0.0033 0.0615

Atomic forces in eV per Å
1.84 -2.20 -2.65
-1.86 3.09 2.23
-0.58 6.37 -0.86
-1.44 2.14 1.34
1.29 -2.42 -0.51
-1.61 -0.20 0.23
1.21 -4.04 -0.06
1.22 -2.41 -0.03
-0.21 1.20 0.22
3.90 1.89 1.76
-3.75 -3.43 -1.66

Results of the Löwdin charge analysis, in e, for atoms 1 through 4: H 0.21; O -0.01; C -0.27; C -0.09



4.
Here is a single C3H3N3O3 molecule at a distorted geometry from the Open Molecules 2025 dataset. Energies are from ωB97M-V/def2-TZVPD.

Output
Lowest unoccupied orbital energy ... -0.284 eV
E_HOMO ... -0.4213 Eh
Gap between HOMO and LUMO ... 11.180 eV
Structure (SMILES) ... Cc1nonc1[N+](=O)[O-]
Energy above the lowest of the compared OMol25 structures with the same formula, charge and spin ... 182.7 kcal per mole

Cartesian coordinates (Å):
H 0.5285 -1.9914 0.1980
N 0.2097 1.0339 1.6153
O 0.0307 -0.6444 -2.4869
H 1.8562 -0.9649 1.0174
C 0.0876 0.1219 0.7158
O -0.2608 2.1447 1.0564
C -0.4024 0.6979 -0.4734
H 0.5597 -1.5940 2.0216
N -0.7349 1.9329 -0.1998
N -0.7742 0.0747 -2.0175
O -1.8713 0.3344 -2.3941
C 0.7710 -1.1456 0.9473

Atomic forces in eV per Å
0.48 1.61 1.11
-0.24 0.16 0.07
1.37 -0.72 -0.63
-0.36 -0.17 -0.53
1.47 -1.38 -0.53
-1.26 1.24 -0.39
-1.69 0.69 -1.60
0.01 1.02 -2.16
0.97 -0.43 -0.60
-0.49 1.15 4.07
-0.36 0.46 -0.35
0.09 -3.63 1.54

Results of the Löwdin charge analysis, in e, for atoms 1 through 4: H 0.11; N 0.13; O 0.12; H 0.09



5.
Here is a single C3H3N3O3 molecule at a distorted geometry from the Open Molecules 2025 dataset. Energies are from ωB97M-V/def2-TZVPD.

Output
Lowest unoccupied orbital energy ... -0.009 eV
E_HOMO ... -0.3500 Eh
Gap between HOMO and LUMO ... 9.515 eV
Structure (SMILES) ... O=C=N/C=C\N[N+](=O)[O-]
Energy above the lowest of the compared OMol25 structures with the same formula, charge and spin ... 163.6 kcal per mole

Cartesian coordinates (Å):
C 2.2976 1.3498 0.0440
N -1.5434 0.8158 0.1481
O 3.4193 1.7919 0.4356
C -0.7429 -0.3420 -0.1309
N -2.9973 0.5293 0.1314
H 1.0559 -1.1610 -0.5949
C 0.5251 -0.2443 -0.4762
N 1.0632 1.1558 -0.2437
H -1.2933 1.7498 -0.0336
O -3.6786 1.5232 0.0878
O -3.4675 -0.5589 0.0393
H -1.5431 -1.0053 0.0627

Atomic forces in eV per Å
2.23 2.56 1.69
-1.23 -3.26 0.57
-6.93 -3.01 -2.67
-2.25 3.30 0.39
0.67 3.09 -1.34
1.09 0.09 -0.27
-0.18 1.65 1.45
4.49 -1.96 0.06
-0.19 1.27 -0.31
0.39 0.96 0.53
1.22 -1.94 0.50
0.68 -2.76 -0.59

Results of the Löwdin charge analysis, in e, for atoms 1 through 4: C -0.17; N 0.11; O 0.08; C -0.09



6.
Here is a single C3H3N3O3S molecule at a distorted geometry from the Open Molecules 2025 dataset. Energies are from ωB97M-V/def2-TZVPD.

Output
Lowest unoccupied orbital energy (alpha / beta) ... -2.562 / -2.563 eV
E_HOMO (alpha / beta) ... -0.3536 / -0.3535 Eh
Gap between HOMO and LUMO (alpha / beta) ... 7.060 / 7.057 eV
Energy above the lowest of the compared OMol25 structures with the same formula, charge and spin ... 92.8 kcal per mole

Cartesian coordinates (Å):
C 1.3256 -0.4534 0.0631
H -2.8643 1.3822 0.2577
N -1.5935 -0.1268 -0.1376
H 1.1144 -1.4569 0.1173
N -0.7382 0.8533 -0.1332
C 0.5894 0.7066 -0.0692
N 2.7792 -0.2915 -0.0298
H 1.0290 1.6226 -0.1183
O -3.9510 -0.3620 0.0776
O 3.4143 -1.1555 0.4941
O 3.1863 0.6542 -0.6198
S -1.2746 -1.7422 0.0066
C -3.0167 0.3693 0.0915

Atomic forces in eV per Å
0.23 3.00 -0.74
-0.50 2.37 0.40
1.39 -0.82 0.94
-0.85 -1.59 0.26
-2.57 0.13 0.04
-0.38 -4.29 0.19
-2.01 -0.13 0.54
1.70 2.18 -0.18
1.06 1.12 0.08
1.27 -1.22 0.66
1.32 1.74 -1.02
-0.61 0.41 -0.32
-0.06 -2.91 -0.84

Results of the Löwdin charge analysis, in e, for atoms 1 through 4: C 0.01; H 0.11; N -0.54; H 0.00



7.
Here is a single C3H3N3OS molecule at a distorted geometry from the Open Molecules 2025 dataset. Energies are from ωB97M-V/def2-TZVPD.

Output
Lowest unoccupied orbital energy ... -0.970 eV
E_HOMO ... -0.3233 Eh
Gap between HOMO and LUMO ... 7.828 eV
Structure (SMILES) ... O/C=C1\N=NC(S)=N1
Energy above the lowest of the compared OMol25 structures with the same formula, charge and spin ... 60.8 kcal per mole

Cartesian coordinates (Å):
H 1.5386 -2.5126 0.9176
N -0.8236 0.6726 -0.9386
N 0.5022 -0.1067 0.7782
C -0.2246 0.9553 0.2750
N -0.5077 -0.5410 -1.2301
O -1.0083 3.1765 0.4356
H 0.1996 2.2800 1.8791
S 0.9069 -2.6205 -0.2339
C 0.3019 -0.9955 -0.1678
H -0.9753 3.9293 1.0134
C -0.3111 2.1477 0.9230

Atomic forces in eV per Å
0.31 0.01 0.53
0.01 -0.62 -0.36
-0.21 -0.82 -0.89
0.10 0.51 0.39
-0.01 0.70 0.44
0.20 -1.02 -0.37
-0.10 -0.08 -0.24
-0.24 -0.11 -0.50
0.08 0.68 0.65
0.10 0.51 0.51
-0.23 0.25 -0.15

Results of the Löwdin charge analysis, in e, for atoms 1 through 4: H -0.14; N 0.08; N 0.10; C -0.39



8.
Here is 2 unconnected molecules or ions with the total composition C3H3N3S at a distorted geometry from the Open Molecules 2025 dataset. Energies are from ωB97M-V/def2-TZVPD.

Output
Lowest unoccupied orbital energy ... -0.549 eV
E_HOMO ... -0.2979 Eh
Gap between HOMO and LUMO ... 7.559 eV
Structure (SMILES) ... N=C=C=N.N=C=S
Energy above the lowest of the compared OMol25 structures with the same formula, charge and spin ... 96.4 kcal per mole

Cartesian coordinates (Å):
N 2.2807 0.5597 0.9302
C 2.4767 -0.4262 0.2765
S 2.6601 -1.3821 -0.9010
N -1.9121 -2.4133 0.7296
C -1.3585 -1.3483 0.4913
H 0.0300 1.2064 -0.9630
C -0.7755 -0.3747 -0.0605
N -0.3622 0.7971 -0.0704
H -2.4104 -3.0477 0.0389
H 2.0604 0.9226 1.9418

Atomic forces in eV per Å
-0.20 0.66 3.20
-0.57 2.84 1.55
0.38 -2.06 -1.56
-1.69 -0.95 0.48
-1.14 -3.13 -0.05
-0.99 -0.90 0.86
0.99 3.30 -1.37
1.03 0.49 -0.49
1.54 1.24 0.52
0.65 -1.47 -3.15

Results of the Löwdin charge analysis, in e, for atoms 1 through 4: N 0.09; C -0.96; S 0.72; N 0.11



| no. | DFT total energy (eV) |
| --- | --- |
| 1 | -11721.4929 |
| 2 | -11721.5473 |
| 3 | -11720.4835 |
| 4 | -13765.7343 |
| 5 | -13766.5632 |
| 6 | -24601.0861 |
| 7 | -20510.7446 |
| 8 | -18460.9044 |